[1]
Below is a 2-piece molecular cluster, C2H5O overall, with properties calculated with ωB97M-V with the def2-TZVPD basis set.

Properties
**Relative energy (zero: lowest compared OMol25 entry of this formula, charge and spin)**: 35.9 kcal per mole
**Calculated total energy**: -4200.2392 eV
**Orbital gap**: 6.6 eV
**Highest occupied orbital energy**: -1.98 eV
**Net charge**: -1

Atoms and positions in Å:
O: 1.39271 1.80357 0.26584
H: 0.71752 1.13978 0.51827
C: -0.41329 -0.78039 0.47813
C: -0.25772 -0.30442 -0.79261
H: 0.35156 -0.85197 1.23524
H: -1.48256 -0.96666 0.90338
H: 0.70823 -0.24962 -1.21770
H: -1.01645 0.20971 -1.39054


[2]
Below is a 2-piece molecular cluster, C2H5O overall, with properties calculated with ωB97M-V with the def2-TZVPD basis set.

Properties
**Relative energy (zero: lowest compared OMol25 entry of this formula, charge and spin)**: 12.9 kcal per mole
**Multiplicity**: 2
**Calculated total energy**: -4199.5710 eV
**Orbital gap (alpha / beta)**: 11.2 / 8.3 eV
**Highest occupied orbital energy (alpha / beta)**: -10.06 / -10.00 eV

Atoms and positions in Å:
C: 0.14101 0.21200 -0.01441
O: -0.66211 0.45001 0.87217
C: 1.24155 -0.66943 0.04984
H: -3.08775 0.19470 -3.28365
H: 1.47011 -1.22057 0.94764
H: -2.54924 -0.29276 -3.46083
H: -0.00146 0.73474 -0.97527
H: 1.78719 -0.88527 -0.85162


[3]
Below is an isolated ion of composition C2H5O2 and charge -1, with properties calculated with ωB97M-V with the def2-TZVPD basis set.

Properties
**SMILES string**: COC[O-]
**Relative energy (zero: lowest compared OMol25 entry of this formula, charge and spin)**: 43.6 kcal per mole
**Calculated total energy**: -6249.2495 eV
**Orbital gap**: 7.4 eV
**Highest occupied orbital energy**: -2.59 eV
**Net charge**: -1

Atoms and positions in Å:
C: -0.17777 -0.89876 0.77243
O: -0.09739 0.48196 0.71802
H: -0.35770 -1.19985 1.81774
H: -0.99120 -1.30884 0.15386
H: 0.74183 -1.39873 0.43835
O: 0.41431 0.08814 -1.66746
C: 0.19133 0.99531 -0.81324
H: -0.75720 1.57949 -0.89843
H: 1.03378 1.66128 -0.52128


[4]
Below is a 2-piece molecular cluster, C2H5O2 overall, with properties calculated with ωB97M-V with the def2-TZVPD basis set.

Properties
**Relative energy (zero: lowest compared OMol25 entry of this formula, charge and spin)**: 31.5 kcal per mole
**Calculated total energy**: -6249.7731 eV
**Orbital gap**: 6.1 eV
**Highest occupied orbital energy**: -2.19 eV
**Net charge**: -1

Atoms and positions in Å:
O: -2.73076 1.67016 -1.09328
H: -2.26651 0.92604 -0.68831
C: 0.47844 -0.99517 0.39289
C: 1.74491 -0.58225 0.76606
O: 2.51277 -1.03508 1.65021
H: 0.14244 -0.59144 -0.55629
H: 0.06717 -1.83804 0.93359
H: 2.09859 0.30582 0.17730
H: -2.04706 2.13998 -1.58217


[5]
Below is a 2-piece molecular cluster, C2H5O2 overall, with properties calculated with ωB97M-V with the def2-TZVPD basis set.

Properties
**Relative energy (zero: lowest compared OMol25 entry of this formula, charge and spin)**: 39.4 kcal per mole
**Calculated total energy**: -6249.4309 eV
**Orbital gap**: 4.8 eV
**Highest occupied orbital energy**: -1.88 eV
**Net charge**: -1

Atoms and positions in Å:
O: -5.48883 1.31310 -1.57584
H: -5.34336 0.36388 -1.56401
C: 2.53430 0.61110 0.54174
C: 2.55866 -0.76738 0.47100
O: 1.87565 -1.59499 1.13648
H: 3.27686 1.15315 -0.04669
H: 1.61511 1.13837 0.79117
H: 3.20224 -1.24124 -0.30941
H: -4.67670 1.74797 -1.86273


[6]
Below is a 2-piece molecular cluster, C2H5O2 overall, with properties calculated with ωB97M-V with the def2-TZVPD basis set.

Properties
**Relative energy (zero: lowest compared OMol25 entry of this formula, charge and spin)**: 42.1 kcal per mole
**Multiplicity**: 2
**Calculated total energy**: -6246.0450 eV
**Orbital gap (alpha / beta)**: 6.5 / 12.2 eV
**Highest occupied orbital energy (alpha / beta)**: -5.69 / -11.54 eV

Atoms and positions in Å:
H: -1.45909 -0.10804 0.29247
C: -0.14679 -0.46206 -0.66701
O: -1.01276 -1.02987 -1.27087
C: 1.06567 0.04430 -0.26703
H: 1.13953 0.63267 0.61788
H: 1.75792 -0.82664 -0.18076
H: 1.45988 0.63503 -1.12774
O: -1.03064 0.45321 1.02392
H: -1.77374 0.66140 1.57913


[7]
Below is a 2-piece molecular cluster, C2H5O2 overall, with properties calculated with ωB97M-V with the def2-TZVPD basis set.

Properties
**Relative energy (zero: lowest compared OMol25 entry of this formula, charge and spin)**: 22.8 kcal per mole
**Calculated total energy**: -6239.8076 eV
**Orbital gap**: 9.5 eV
**Highest occupied orbital energy**: -15.37 eV
**Net charge**: +1

Atoms and positions in Å:
C: -2.42487 -0.23367 -0.21046
C: 2.36318 0.12485 0.56144
O: 1.16291 -0.00185 0.49145
O: -1.55313 0.51273 0.19379
H: -3.59891 0.05201 -0.01217
H: -2.19112 -1.15161 -0.81585
H: 3.13730 -0.65166 0.90218
H: 2.88529 1.09853 0.39865
H: -0.40906 0.29256 0.31488


[8]
Below is a 2-piece molecular cluster, C2H5O3 overall, with properties calculated with ωB97M-V with the def2-TZVPD basis set.

Properties
**Relative energy (zero: lowest compared OMol25 entry of this formula, charge and spin)**: 8.7 kcal per mole
**Calculated total energy**: -8299.3001 eV
**Orbital gap**: 8.8 eV
**Highest occupied orbital energy**: -4.37 eV
**Net charge**: -1

Atoms and positions in Å:
O: -0.35068 -0.59820 0.40130
C: 0.39921 0.32537 -0.02016
O: 1.30682 0.25719 -0.86050
C: 0.07711 1.72502 0.58666
H: -0.81832 2.14444 0.14345
H: 0.96001 2.36436 0.50938
H: -0.02474 1.56572 1.66553
H: -0.36693 -2.86812 -0.17521
H: -0.49381 -1.97890 -1.14677
O: -0.68869 -2.93688 -1.10369